[1]
{
  "formula": "C50H90NO17PS",
  "method": "ωB97M-V/def2-TZVPD",
  "total_charge": 0,
  "lumo_energy_ha": 0.001,
  "gap_ev": 8.720,
  "e_tot_ha": -4032.529216,
  "smiles": "CCCCCCCCCCCCCCCCCC[C@]1(OCCCC)CC[C@H](P(N)O)S(=O)(=O)O1.O=C1CCCO1.O=C1CCCO1.O=C1CCCO1.O=C1CCCO1.O=C1CCCO1.O=C1CCCO1",
  "symbols": ["C", "C", "C", "C", "C", "C", "C", "C", "C", "C", "C", "C", "C", "C", "C", "C", "C", "C", "C", "O", "C", "C", "C", "C", "C", "C", "C", "P", "N", "O", "S", "O", "O", "O", "H", "H", "H", "H", "H", "H", "H", "H", "H", "H", "H", "H", "H", "H", "H", "H", "H", "H", "H", "H", "H", "H", "H", "H", "H", "H", "H", "H", "H", "H", "H", "H", "H", "H", "H", "H", "H", "H", "H", "H", "H", "H", "H", "H", "H", "H", "H", "H", "H", "H", "H", "H", "H", "H", "O", "C", "O", "C", "C", "C", "H", "H", "H", "H", "H", "H", "O", "C", "O", "C", "C", "C", "H", "H", "H", "H", "H", "H", "O", "C", "O", "C", "C", "C", "H", "H", "H", "H", "H", "H", "O", "C", "O", "C", "C", "C", "H", "H", "H", "H", "H", "H", "O", "C", "O", "C", "C", "C", "H", "H", "H", "H", "H", "H", "O", "C", "O", "C", "C", "C", "H", "H", "H", "H", "H", "H"],
  "coordinates": [[1.647, -1.959, 3.832], [1.661, -3.325, 3.008], [0.570, -4.319, 3.623], [-0.733, -4.303, 2.724], [-1.203, -5.719, 2.216], [-0.063, -6.608, 1.599], [0.742, -5.883, 0.442], [-0.123, -5.904, -0.871], [0.301, -4.821, -1.933], [0.404, -3.358, -1.317], [-0.298, -2.285, -2.242], [-0.601, -0.928, -1.511], [-1.661, -1.085, -0.331], [-1.030, -0.957, 1.109], [-1.298, 0.418, 1.837], [-1.404, 1.594, 0.805], [-1.191, 3.025, 1.419], [-1.896, 4.198, 0.646], [-1.558, 4.254, -0.901], [-2.186, 3.242, -1.667], [-3.617, 3.278, -1.584], [-4.138, 2.084, -2.489], [-5.436, 1.411, -1.860], [-5.149, 0.656, -0.507], [0.012, 4.070, -1.011], [0.666, 4.847, -2.218], [-0.278, 4.858, -3.486], [0.632, 5.672, -4.928], [2.151, 4.785, -4.953], [1.133, 7.253, -4.514], [-1.786, 5.791, -2.967], [-1.483, 7.249, -3.126], [-2.963, 5.483, -3.810], [-2.010, 5.554, -1.346], [0.666, -1.844, 4.352], [1.868, -1.071, 3.185], [2.481, -2.014, 4.578], [2.680, -3.775, 3.060], [1.395, -3.062, 1.951], [0.343, -3.938, 4.650], [1.038, -5.321, 3.719], [-0.618, -3.663, 1.809], [-1.540, -3.841, 3.352], [-1.966, -5.555, 1.417], [-1.722, -6.248, 3.061], [-0.573, -7.491, 1.128], [0.641, -6.952, 2.386], [1.033, -4.863, 0.777], [1.660, -6.496, 0.270], [0.042, -6.907, -1.352], [-1.217, -5.813, -0.637], [-0.522, -4.757, -2.697], [1.226, -5.104, -2.501], [-0.105, -3.354, -0.315], [1.469, -3.068, -1.143], [-1.216, -2.774, -2.673], [0.398, -2.143, -3.121], [-1.092, -0.266, -2.273], [0.371, -0.507, -1.162], [-2.027, -2.148, -0.420], [-2.567, -0.453, -0.492], [0.065, -1.200, 1.025], [-1.486, -1.756, 1.749], [-0.421, 0.610, 2.507], [-2.260, 0.332, 2.402], [-0.569, 1.439, 0.065], [-2.340, 1.572, 0.188], [-1.662, 3.003, 2.457], [-0.105, 3.231, 1.570], [-1.471, 5.154, 1.066], [-2.990, 4.245, 0.858], [-4.029, 3.083, -0.566], [-4.078, 4.222, -1.954], [-4.371, 2.415, -3.525], [-3.374, 1.259, -2.513], [-5.818, 0.634, -2.575], [-6.222, 2.188, -1.666], [-4.442, 1.184, 0.176], [-4.753, -0.380, -0.645], [-6.126, 0.595, 0.044], [0.231, 2.982, -1.177], [0.536, 4.424, -0.087], [0.767, 5.922, -1.892], [1.713, 4.521, -2.443], [-0.533, 3.786, -3.706], [2.714, 5.046, -5.755], [2.004, 3.781, -4.884], [0.676, 7.785, -5.180], [8.231, 7.042, -4.493], [7.188, 6.772, -3.972], [6.737, 5.502, -3.805], [5.413, 5.531, -3.250], [5.292, 6.882, -2.577], [6.171, 7.758, -3.453], [4.692, 5.407, -4.062], [5.294, 4.710, -2.544], [4.262, 7.232, -2.496], [5.712, 6.833, -1.569], [5.619, 8.175, -4.298], [6.651, 8.550, -2.882], [1.003, -7.497, 4.890], [1.977, -8.128, 4.583], [2.069, -8.888, 3.458], [3.322, -9.590, 3.460], [4.224, -8.795, 4.379], [3.244, -8.237, 5.391], [3.150, -10.606, 3.824], [3.717, -9.641, 2.446], [5.021, -9.393, 4.822], [4.688, -7.974, 3.825], [3.076, -8.927, 6.220], [3.557, -7.262, 5.760], [-0.749, 13.693, -1.226], [-0.926, 12.688, -1.854], [-0.195, 11.558, -1.685], [-0.587, 10.580, -2.663], [-1.982, 10.983, -3.091], [-1.936, 12.495, -2.958], [0.127, 10.611, -3.491], [-0.566, 9.587, -2.217], [-2.242, 10.635, -4.090], [-2.716, 10.574, -2.392], [-1.564, 12.974, -3.866], [-2.903, 12.907, -2.677], [2.173, -1.333, -3.665], [2.229, -1.761, -4.783], [2.482, -3.061, -5.076], [2.589, -3.222, -6.498], [1.844, -2.044, -7.090], [2.081, -0.960, -6.052], [3.649, -3.223, -6.769], [2.150, -4.175, -6.792], [2.183, -1.778, -8.091], [0.776, -2.271, -7.146], [3.008, -0.413, -6.236], [1.239, -0.273, -5.984], [1.595, -13.517, 4.584], [0.688, -12.773, 4.824], [0.859, -11.470, 5.169], [-0.416, -10.891, 5.493], [-1.439, -11.765, 4.799], [-0.776, -13.130, 4.836], [-0.534, -10.895, 6.581], [-0.450, -9.861, 5.138], [-2.420, -11.738, 5.273], [-1.558, -11.443, 3.761], [-1.002, -13.670, 5.758], [-1.038, -13.731, 3.967], [-3.243, 2.513, 4.370], [-3.229, 3.664, 4.708], [-4.316, 4.477, 4.681], [-3.928, 5.812, 5.042], [-2.640, 5.654, 5.823], [-2.017, 4.431, 5.173], [-3.791, 6.394, 4.126], [-4.716, 6.272, 5.636], [-2.007, 6.541, 5.793], [-2.867, 5.438, 6.870], [-1.409, 4.695, 4.305], [-1.436, 3.847, 5.884]],
  "lowdin_charge": [-0.121, -0.234, -0.180, -0.198, -0.195, -0.198, -0.188, -0.205, -0.191, -0.193, -0.216, -0.190, -0.188, -0.198, -0.170, -0.191, -0.173, -0.093, -0.495, -0.098, -0.189, -0.144, -0.237, -0.120, -0.079, -0.215, -0.450, 0.863, -0.181, -0.323, 0.727, -0.342, -0.297, -0.159, 0.068, 0.060, 0.067, 0.097, 0.070, 0.101, 0.074, 0.062, 0.109, 0.094, 0.111, 0.112, 0.069, 0.075, 0.111, 0.110, 0.107, 0.096, 0.109, 0.077, 0.118, 0.109, 0.076, 0.099, 0.108, 0.106, 0.070, 0.101, 0.087, 0.110, 0.115, 0.103, 0.087, 0.097, 0.109, 0.131, 0.122, 0.106, 0.123, 0.110, 0.110, 0.106, 0.108, 0.052, 0.068, 0.077, 0.130, 0.126, 0.120, 0.105, 0.119, 0.032, 0.037, 0.023, 0.122, -0.489, 0.026, -0.166, -0.160, -0.078, 0.100, 0.125, 0.114, 0.120, 0.133, 0.127, 0.101, -0.489, 0.017, -0.151, -0.157, -0.073, 0.121, 0.127, 0.119, 0.120, 0.135, 0.128, 0.116, -0.491, 0.028, -0.162, -0.162, -0.082, 0.126, 0.111, 0.118, 0.122, 0.132, 0.126, 0.103, -0.486, 0.033, -0.156, -0.160, -0.077, 0.129, 0.127, 0.118, 0.122, 0.133, 0.126, 0.119, -0.487, 0.013, -0.151, -0.157, -0.079, 0.131, 0.119, 0.118, 0.123, 0.134, 0.128, 0.111, -0.492, 0.031, -0.159, -0.160, -0.080, 0.128, 0.126, 0.119, 0.121, 0.124, 0.130]
}


[2]
{
  "formula": "C4H4O2S2",
  "method": "ωB97M-V/def2-TZVPD",
  "total_charge": 0,
  "lumo_energy_ha": -0.080,
  "relative_energy_ev": 4.436,
  "gap_ev": 7.167,
  "e_tot_ha": -1101.498198,
  "smiles": "CSC(=S)C(=O)C=O",
  "symbols": ["C", "C", "C", "C", "H", "H", "H", "H", "O", "O", "S", "S"],
  "coordinates": [[2.592, -0.273, 0.335], [-0.031, -0.202, -0.296], [-1.407, 0.593, -0.459], [-2.775, 0.091, -0.107], [2.240, -0.731, 1.497], [2.354, -1.015, -0.611], [3.592, 0.250, 0.234], [-3.599, 0.912, -0.449], [-1.409, 2.041, -0.292], [-2.900, -0.872, 0.678], [1.356, 0.931, -0.050], [-0.013, -1.726, -0.479]],
  "lowdin_charge": [-0.498, -1.082, -0.207, -0.203, 0.133, 0.033, 0.041, 0.174, -0.084, 0.033, 0.822, 0.839]
}


[3]
{
  "formula": "H24NeO12",
  "method": "ωB97M-V/def2-TZVPD",
  "total_charge": 0,
  "lumo_energy_ha": -0.018,
  "relative_energy_ev": 0.981,
  "gap_ev": 9.027,
  "e_tot_ha": -1046.225468,
  "symbols": ["Ne", "O", "H", "H", "O", "H", "H", "O", "H", "H", "O", "H", "H", "O", "H", "H", "O", "H", "H", "O", "H", "H", "O", "H", "H", "O", "H", "H", "O", "H", "H", "O", "H", "H", "O", "H", "H"],
  "coordinates": [[-0.188, -0.253, 0.203], [3.759, -1.073, 0.572], [4.266, -1.812, 0.909], [3.500, -0.584, 1.353], [-3.697, -1.054, -0.903], [-3.193, -0.525, -0.285], [-3.191, -1.021, -1.715], [1.056, 1.762, 1.883], [1.152, 2.710, 1.972], [1.843, 1.402, 2.291], [-0.599, 1.833, -3.013], [-0.001, 1.917, -2.270], [-0.037, 1.581, -3.746], [-2.579, -0.580, -3.348], [-1.919, 0.113, -3.380], [-2.869, -0.677, -4.255], [1.520, 1.757, -1.102], [1.051, 1.685, -0.270], [2.445, 1.741, -0.858], [-0.560, -0.108, 3.469], [-0.238, 0.500, 2.804], [0.002, -0.878, 3.383], [1.271, -1.698, -2.476], [2.139, -2.042, -2.686], [1.419, -0.771, -2.288], [-2.627, 0.619, 1.152], [-2.371, 0.127, 1.932], [-3.092, 1.384, 1.491], [0.705, -2.453, 3.286], [0.991, -2.808, 2.445], [1.418, -2.662, 3.890], [-1.792, 3.491, -0.151], [-2.401, 4.075, -0.603], [-1.909, 2.644, -0.581], [1.651, -3.018, 0.599], [0.925, -3.074, -0.022], [2.148, -2.250, 0.319]],
  "lowdin_charge": [0.058, -0.034, 0.056, 0.039, -0.077, -0.036, -0.035, -0.030, 0.070, 0.054, -0.044, -0.015, 0.044, -0.036, 0.009, 0.053, -0.046, -0.003, 0.051, -0.067, -0.026, -0.036, -0.040, 0.037, 0.009, -0.050, 0.029, 0.053, -0.035, 0.006, 0.057, -0.050, 0.037, 0.014, -0.051, 0.048, -0.012]
}


[4]
{
  "formula": "C4H10O",
  "method": "ωB97M-V/def2-TZVPD",
  "total_charge": 0,
  "lumo_energy_ha": 0.032,
  "relative_energy_ev": 2.027,
  "gap_ev": 9.830,
  "e_tot_ha": -233.570443,
  "smiles": "C=CO.CC",
  "symbols": ["C", "C", "H", "H", "H", "H", "H", "H", "C", "C", "O", "H", "H", "H", "H"],
  "coordinates": [[-0.157, 4.839, -2.783], [-0.716, 3.621, -2.055], [-0.905, 5.625, -2.635], [0.181, 4.848, -3.818], [0.746, 5.220, -2.277], [-1.164, 3.071, -2.904], [0.001, 2.836, -1.800], [-1.367, 3.873, -1.232], [1.470, -4.547, 2.937], [0.192, -4.784, 2.617], [-0.596, -5.665, 3.291], [2.066, -3.986, 2.234], [1.736, -4.629, 3.985], [-0.236, -4.284, 1.758], [-1.254, -6.038, 2.685]],
  "lowdin_charge": [-0.188, -0.174, 0.061, 0.060, 0.058, 0.065, 0.058, 0.061, 0.001, -0.296, -0.014, 0.044, 0.059, 0.102, 0.103]
}